Formula: C6H9NO
Source: the OMol25 dataset
Level of theory: wB97M-V/def2-TZVPD

The value obtained for the relative energy (zero: lowest compared OMol25 entry of this formula, charge and spin) is 9.345 eV. The value obtained for the LUMO energy is 1.03 eV. The value obtained for the total energy is -363.68083 Ha. As for the spin multiplicity: 1. Its maximum force is 0.1573 hartree/bohr.

Atoms and positions in Å:
C: 0.80 -1.43 1.12
C: -0.36 -0.73 -0.92
C: -0.65 0.87 -1.00
C: -0.16 1.93 -0.08
C: 0.22 0.01 0.85
C: -0.97 -0.12 0.17
H: -0.16 -2.13 1.36
H: 1.74 -1.61 1.54
H: 1.75 -1.24 -0.89
H: -0.86 -1.32 -1.50
H: -1.19 0.95 -2.00
H: 0.82 2.25 -0.19
H: -0.76 2.90 -0.40
H: 1.01 0.42 0.45
H: -1.86 -0.52 0.46
N: 0.80 -1.59 -0.38
O: -0.17 1.34 1.41


Formula: C11H10Cl2N2O4S
Source: the OMol25 dataset
Level of theory: wB97M-V/def2-TZVPD

The value obtained for the LUMO energy is -1.19 eV. The value obtained for the total energy is -2154.17020 Ha. As for the spin multiplicity: 1. Its maximum force is 0.0482 hartree/bohr.

Atoms and positions in Å:
C: -1.34 -1.27 1.39
C: -1.26 -1.72 -0.06
Cl: -2.72 -2.77 -0.25
C: 0.10 -2.48 -0.36
Cl: -0.12 -3.93 -1.42
C: 1.10 -1.64 -1.10
C: 1.30 -0.32 -1.07
C: 0.67 0.78 -0.31
C: 1.36 0.93 1.06
S: 0.89 2.48 1.90
C: -0.63 2.92 1.19
N: -0.75 3.49 0.07
N: -2.10 3.68 -0.13
C: -2.67 3.21 0.88
O: -1.83 2.71 1.77
C: 2.43 0.03 -1.98
O: 2.77 1.15 -2.27
O: 2.99 -1.12 -2.41
C: 2.17 -2.18 -2.01
O: 2.38 -3.29 -2.40
H: -0.77 -0.37 1.60
H: -2.37 -1.07 1.62
H: -1.05 -2.09 2.02
H: -1.40 -0.94 -0.78
H: 0.53 -2.89 0.54
H: -0.40 0.69 -0.21
H: 0.85 1.69 -0.85
H: 1.15 0.07 1.68
H: 2.43 0.98 0.89
H: -3.73 3.25 0.98


Formula: C12H14N2O2
Source: the OMol25 dataset
Level of theory: wB97M-V/def2-TZVPD

The value obtained for the relative energy (zero: lowest compared OMol25 entry of this formula, charge and spin) is 0.376 eV. The value obtained for the LUMO energy is 0.66 eV. The value obtained for the total energy is -725.68686 Ha. As for the spin multiplicity: 1. Its maximum force is 0.0125 hartree/bohr.

Atoms and positions in Å:
C: 2.65 2.31 0.86
C: 2.40 1.04 0.07
C: 1.09 0.35 0.48
C: 1.00 -0.97 -0.22
N: -0.22 -1.50 -0.50
C: -1.48 -0.96 -0.16
C: -2.30 -1.64 0.73
C: -3.56 -1.15 1.05
C: -4.00 0.03 0.47
C: -3.20 0.70 -0.43
C: -1.94 0.22 -0.77
N: -1.13 0.92 -1.66
C: 2.15 -1.62 -0.52
C: 3.45 -1.10 -0.14
O: 4.46 -1.77 -0.14
O: 3.52 0.19 0.28
H: 3.60 2.75 0.56
H: 1.85 3.02 0.68
H: 2.70 2.09 1.92
H: 2.35 1.27 -1.01
H: 0.26 1.00 0.23
H: 1.09 0.18 1.56
H: -0.22 -2.49 -0.70
H: -1.95 -2.56 1.17
H: -4.18 -1.69 1.74
H: -4.97 0.42 0.72
H: -3.55 1.61 -0.90
H: -0.43 0.36 -2.12
H: -1.61 1.56 -2.26
H: 2.15 -2.60 -0.98


Formula: C30H64BN4O7
Source: the OMol25 dataset
Level of theory: wB97M-V/def2-TZVPD

The total charge is +1. The value obtained for the LUMO energy is -2.97 eV. The value obtained for the total energy is -1951.72912 Ha. As for the spin multiplicity: 1. Its maximum force is 0.0689 hartree/bohr.

Atoms and positions in Å:
C: 2.95 -2.20 3.03
C: 2.48 -0.83 2.60
O: 2.11 -0.77 1.20
N: 0.77 -0.99 0.99
C: -0.23 0.05 1.25
C: 0.49 1.38 1.42
C: 0.29 2.02 2.78
O: -0.33 2.45 1.45
C: 0.35 -2.16 0.52
N: -0.97 -2.38 0.31
C: -1.04 -3.61 -0.14
C: -2.38 -4.17 -0.49
C: -3.43 -3.84 0.59
O: -4.44 -3.01 0.07
C: -4.50 -1.75 0.63
O: -4.73 -1.56 1.81
C: -4.25 -0.61 -0.33
C: -5.19 0.57 -0.08
N: 0.16 -4.20 -0.26
B: 0.40 -5.59 -0.75
O: -0.19 -6.16 -1.81
O: 1.27 -6.37 -0.02
N: 1.05 -3.25 0.17
O: 2.39 -3.46 0.18
H: 3.39 -2.10 4.02
H: 2.16 -2.95 3.05
H: 3.77 -2.50 2.39
H: 3.31 -0.15 2.71
H: 1.66 -0.43 3.20
H: -0.78 -0.12 2.17
H: -0.85 0.24 0.38
H: 1.47 1.49 0.97
H: 0.69 2.99 3.01
H: -0.64 1.70 3.23
H: -2.33 -5.23 -0.72
H: -2.70 -3.65 -1.40
H: -2.97 -3.35 1.45
H: -3.82 -4.78 0.97
H: -4.35 -0.92 -1.37
H: -3.21 -0.33 -0.19
H: -5.06 0.99 0.90
H: -6.21 0.22 -0.21
H: -5.00 1.31 -0.85
H: -0.73 -5.56 -2.33
H: 2.01 -6.62 -0.60
H: 2.55 -4.05 0.94
C: 0.57 -5.47 3.14
C: 2.06 -5.72 3.33
C: 2.42 -7.21 3.36
C: 1.80 -8.00 4.51
C: 2.13 -7.47 5.91
C: 3.62 -7.52 6.24
H: -0.02 -5.88 3.96
H: 0.37 -4.39 3.10
H: 0.23 -5.91 2.21
H: 2.41 -5.24 4.25
H: 2.61 -5.24 2.51
H: 3.51 -7.30 3.40
H: 2.12 -7.66 2.41
H: 2.13 -9.04 4.43
H: 0.71 -8.02 4.39
H: 1.59 -8.08 6.64
H: 1.75 -6.45 6.03
H: 4.00 -8.54 6.17
H: 3.79 -7.17 7.25
H: 4.20 -6.89 5.57
C: -4.68 5.82 -4.72
C: -3.19 5.58 -4.49
C: -2.82 4.10 -4.41
C: -3.47 3.33 -3.25
C: -3.18 3.90 -1.86
C: -1.70 3.87 -1.50
H: -5.29 5.43 -3.90
H: -4.89 6.88 -4.80
H: -5.01 5.34 -5.64
H: -2.87 6.10 -3.58
H: -2.63 6.03 -5.31
H: -1.73 4.01 -4.34
H: -3.10 3.61 -5.34
H: -3.12 2.29 -3.29
H: -4.55 3.29 -3.40
H: -3.73 3.31 -1.12
H: -3.56 4.92 -1.78
H: -1.30 2.85 -1.53
H: -1.55 4.26 -0.49
H: -1.11 4.49 -2.17
C: 2.20 4.24 -2.86
C: 2.09 5.51 -2.03
C: 1.64 6.72 -2.84
C: 2.59 7.14 -3.96
C: 4.02 7.46 -3.51
C: 4.09 8.64 -2.55
H: 2.95 4.33 -3.65
H: 2.49 3.40 -2.23
H: 1.25 3.99 -3.33
H: 3.04 5.71 -1.54
H: 1.36 5.34 -1.23
H: 1.48 7.56 -2.16
H: 0.66 6.51 -3.28
H: 2.17 8.02 -4.47
H: 2.63 6.35 -4.72
H: 4.61 7.69 -4.40
H: 4.48 6.58 -3.05
H: 3.68 9.54 -3.01
H: 5.13 8.85 -2.28
H: 3.55 8.45 -1.62


Formula: C7H13N2O2
Source: the OMol25 dataset
Level of theory: wB97M-V/def2-TZVPD

The total charge is +1. The value obtained for the relative energy (zero: lowest compared OMol25 entry of this formula, charge and spin) is 2.356 eV. The value obtained for the LUMO energy is -4.08 eV. The value obtained for the total energy is -534.19681 Ha. As for the spin multiplicity: 1. Its maximum force is 0.0739 hartree/bohr.

Atoms and positions in Å:
C: -3.57 -0.37 0.65
N: -2.41 -0.75 0.41
C: -1.39 -1.54 0.66
N: -1.52 -2.84 0.67
O: -0.17 -0.97 0.54
C: -0.14 0.39 0.26
O: -1.20 0.98 0.30
C: 1.24 0.73 -0.30
C: 2.29 -0.25 0.19
C: 1.03 0.69 -1.79
C: 1.51 2.27 0.15
H: -3.97 0.09 -0.24
H: -3.99 -0.42 1.69
H: -2.35 -3.11 1.14
H: -0.60 -3.43 0.64
H: 3.30 -0.11 -0.14
H: 2.15 -1.24 -0.12
H: 2.25 -0.24 1.25
H: 0.73 1.71 -2.23
H: 0.11 0.05 -2.11
H: 1.89 0.30 -2.33
H: 0.71 3.08 -0.02
H: 1.75 2.40 1.22
H: 2.34 2.59 -0.52


Formula: C4H14N4
Source: the OMol25 dataset
Level of theory: wB97M-V/def2-TZVPD

The total charge is +2. The value obtained for the relative energy (zero: lowest compared OMol25 entry of this formula, charge and spin) is 1.346 eV. The value obtained for the LUMO energy is -7.35 eV. The value obtained for the total energy is -379.19647 Ha. As for the spin multiplicity: 1. Its maximum force is 0.0808 hartree/bohr.

Atoms and positions in Å:
C: -1.46 1.63 -0.11
C: -1.05 0.15 0.30
N: -2.07 -0.81 0.09
C: 0.34 -0.41 -0.61
N: 0.17 -1.78 -0.50
C: 1.59 0.18 0.03
N: 2.29 1.04 -0.62
N: 1.93 -0.09 1.26
H: -0.69 2.16 -0.54
H: -1.78 2.20 0.80
H: -2.31 1.83 -0.76
H: -0.82 0.00 1.33
H: -1.39 -1.68 -0.22
H: -2.83 -0.69 -0.51
H: -2.54 -1.18 0.89
H: 0.18 -0.12 -1.65
H: 0.25 -2.45 -1.24
H: 0.56 -2.18 0.39
H: 2.27 1.31 -1.64
H: 3.09 1.51 -0.06
H: 1.41 -0.70 1.77
H: 2.84 0.09 1.60


Formula: C37H34BF3O3
Source: the OMol25 dataset
Level of theory: wB97M-V/def2-TZVPD

The value obtained for the relative energy (zero: lowest compared OMol25 entry of this formula, charge and spin) is 0.000 eV. The value obtained for the LUMO energy is -3.45 eV. The value obtained for the total energy is -1980.48158 Ha. As for the spin multiplicity: 1. Its maximum force is 0.0708 hartree/bohr.

Atoms and positions in Å:
C: -2.93 5.97 1.35
C: -2.60 4.93 2.30
C: -2.67 4.93 3.67
C: -2.20 3.65 4.09
C: -1.91 2.91 2.96
B: -1.54 1.30 2.87
C: 0.09 1.52 2.74
C: 0.95 1.15 3.76
C: 2.29 1.58 3.73
C: 2.75 2.30 2.64
C: 4.19 2.75 2.60
F: 4.90 2.08 1.63
F: 4.31 4.07 2.31
F: 4.84 2.52 3.78
C: 1.91 2.61 1.57
C: 0.58 2.19 1.62
O: -2.10 0.85 4.14
C: -3.17 -0.01 3.76
C: -2.61 -1.42 3.84
C: -4.34 0.18 4.73
C: -3.47 0.38 2.23
C: -4.04 -0.71 1.35
C: -4.44 1.56 2.16
O: -2.19 0.73 1.72
O: -2.11 3.73 1.87
H: -3.62 6.66 1.84
H: -2.05 6.54 1.05
H: -3.41 5.59 0.44
H: -3.01 5.74 4.30
H: -2.10 3.34 5.12
H: 0.61 0.55 4.60
H: 2.98 1.28 4.51
H: 2.30 3.09 0.67
H: -0.08 2.38 0.77
H: -3.34 -2.22 3.61
H: -1.78 -1.48 3.13
H: -2.20 -1.63 4.83
H: -5.16 -0.51 4.47
H: -4.02 -0.05 5.75
H: -4.71 1.21 4.72
H: -4.89 -1.22 1.84
H: -4.42 -0.24 0.44
H: -3.28 -1.43 1.05
H: -5.46 1.15 2.28
H: -4.27 2.32 2.93
H: -4.38 2.02 1.16
C: -0.38 -2.42 1.62
C: -1.37 -2.98 0.70
C: -2.49 -3.72 1.16
C: -3.38 -4.35 0.29
C: -3.19 -4.25 -1.10
C: -2.11 -3.52 -1.58
C: -1.23 -2.88 -0.71
C: 0.74 -1.59 1.20
C: 1.80 -1.70 2.15
C: 3.02 -1.07 1.91
C: 3.17 -0.30 0.75
C: 2.09 -0.08 -0.11
C: 0.87 -0.72 0.12
C: 1.30 -2.51 3.27
C: 0.01 -3.02 2.91
C: -0.62 -3.93 3.77
C: -0.07 -4.16 5.04
C: 1.17 -3.59 5.41
C: 1.86 -2.78 4.52
H: -2.72 -3.77 2.23
H: -4.23 -4.91 0.69
H: -3.86 -4.76 -1.79
H: -1.96 -3.42 -2.66
H: -0.39 -2.31 -1.12
H: 3.82 -1.14 2.63
H: 4.12 0.17 0.53
H: 2.19 0.62 -0.94
H: 0.01 -0.51 -0.50
H: -1.49 -4.50 3.46
H: -0.58 -4.81 5.74
H: 1.58 -3.81 6.39
H: 2.83 -2.33 4.78


Formula: C47H47F7NO6S
Source: the OMol25 dataset
Level of theory: wB97M-V/def2-TZVPD

The total charge is +1. The value obtained for the relative energy (zero: lowest compared OMol25 entry of this formula, charge and spin) is 0.000 eV. The value obtained for the LUMO energy is -2.77 eV. The value obtained for the total energy is -3422.18761 Ha. As for the spin multiplicity: 1. Its maximum force is 0.0318 hartree/bohr.

Atoms and positions in Å:
C: -5.39 -2.13 -4.08
S: -5.43 -2.03 -2.32
O: -5.56 -3.32 -1.74
O: -6.24 -0.95 -1.88
N: -3.76 -1.48 -1.94
C: -3.64 -0.83 -0.58
C: -4.36 -1.55 0.56
O: -3.59 -1.27 1.73
C: -2.62 -2.18 1.98
O: -1.44 -1.92 1.92
C: -2.69 -2.56 -2.18
O: -2.44 -3.25 -1.02
O: -2.90 -4.60 -1.23
H: -6.27 -1.61 -4.43
H: -5.48 -3.19 -4.32
H: -4.47 -1.75 -4.50
H: -3.57 -0.74 -2.62
H: -2.58 -0.81 -0.35
H: -3.98 0.19 -0.66
H: -4.39 -2.62 0.39
H: -5.36 -1.17 0.72
H: -2.97 -3.18 2.27
H: -1.81 -2.03 -2.50
H: -3.04 -3.23 -2.97
H: -3.13 -4.91 -0.34
F: -1.20 -0.72 -4.75
C: -0.08 -0.24 -4.11
C: 0.68 -1.11 -3.36
C: 1.81 -0.61 -2.72
C: 2.13 0.74 -2.82
C: 1.34 1.59 -3.58
C: 0.22 1.10 -4.23
H: 0.42 -2.16 -3.30
H: 2.43 -1.27 -2.14
H: 3.01 1.13 -2.32
H: 1.59 2.64 -3.67
H: -0.42 1.74 -4.83
F: 3.62 2.39 -0.57
C: 4.73 2.24 0.19
C: 4.98 3.16 1.19
C: 6.12 3.00 1.96
C: 6.99 1.95 1.72
C: 6.72 1.05 0.70
C: 5.58 1.19 -0.08
H: 4.29 3.97 1.36
H: 6.33 3.70 2.75
H: 7.88 1.84 2.32
H: 7.40 0.23 0.50
H: 5.35 0.49 -0.88
F: -0.12 0.30 8.47
C: -0.20 0.04 7.15
C: -0.24 1.10 6.26
C: -0.31 0.82 4.91
C: -0.35 -0.49 4.46
C: -0.31 -1.54 5.37
C: -0.23 -1.27 6.73
H: -0.21 2.12 6.63
H: -0.34 1.64 4.20
H: -0.41 -0.70 3.40
H: -0.34 -2.56 5.03
H: -0.19 -2.07 7.46
F: -2.67 2.15 -0.94
C: -2.53 3.43 -1.44
C: -1.33 3.75 -2.04
C: -1.16 5.04 -2.53
C: -2.18 5.97 -2.40
C: -3.38 5.61 -1.79
C: -3.57 4.32 -1.30
H: -0.57 2.99 -2.12
H: -0.23 5.31 -3.01
H: -2.05 6.97 -2.77
H: -4.17 6.34 -1.69
H: -4.49 4.03 -0.82
F: 1.55 -9.62 -1.75
C: 1.11 -8.40 -1.40
C: -0.08 -7.95 -1.94
C: -0.53 -6.69 -1.58
C: 0.20 -5.91 -0.70
C: 1.39 -6.39 -0.17
C: 1.86 -7.65 -0.52
H: -0.63 -8.58 -2.63
H: -1.46 -6.32 -1.99
H: -0.15 -4.92 -0.42
H: 1.97 -5.78 0.51
H: 2.78 -8.04 -0.12
F: 0.16 7.58 9.05
C: -0.14 6.27 9.12
C: -1.26 5.81 8.47
C: -1.57 4.46 8.54
C: -0.75 3.60 9.26
C: 0.38 4.08 9.91
C: 0.69 5.43 9.84
H: -1.89 6.51 7.92
H: -2.44 4.08 8.03
H: -0.99 2.54 9.31
H: 1.01 3.41 10.47
H: 1.57 5.84 10.33
F: 4.42 -0.04 -4.42
C: 4.04 -0.09 -5.72
C: 3.97 1.09 -6.43
C: 3.58 1.03 -7.76
C: 3.27 -0.18 -8.35
C: 3.35 -1.35 -7.61
C: 3.74 -1.31 -6.28
H: 4.21 2.03 -5.95
H: 3.52 1.95 -8.34
H: 2.96 -0.22 -9.39
H: 3.11 -2.30 -8.06
H: 3.82 -2.21 -5.68


- Look up the spin multiplicity of the fourth one.
  1


- Which of these has the highest maximum force?
  C6H9NO


- The highest maximum force belongs to which entry?
  C6H9NO